Version one
17
Properties=species:S:1:pos:R:3:nbo_charge:R:1 method="wB97M-V/def2-TZVPD" smiles="C=P(C=O)=NNCC" homo_lumo_gap_ev="7.245 / 7.158" charge=0 e_lumo_ev="-0.23 / -0.42"
P 1.57778 0.48934 0.28785 1.1620
O 3.38965 -1.50876 0.14374 -0.4684
N -0.66164 -0.30470 -0.71545 -0.3675
N 0.52963 -0.60838 -0.20949 -0.6059
C 3.20262 -0.33331 0.19268 0.1590
C -2.61397 -0.49111 0.77834 -0.6197
C -1.79395 -1.11715 -0.34684 -0.2227
C 1.83080 2.00226 -0.49072 -1.0073
H -3.45240 -1.13154 1.03666 0.2175
H 0.95477 2.62425 -0.62149 0.2167
H -2.41758 -1.26114 -1.23634 0.1927
H -1.38588 -2.08215 -0.03587 0.2200
H -0.86673 0.64915 -1.00674 0.3556
H 4.02178 0.41508 0.17724 0.1284
H 2.67842 2.53579 -0.08695 0.2258
H -1.99206 -0.35654 1.66023 0.2134
H -3.00124 0.47890 0.47315 0.2005

Version two
17
Properties=species:S:1:pos:R:3:nbo_charge:R:1 method="wB97M-V/def2-TZVPD" smiles="CCNN=C=O.C=P" homo_lumo_gap_ev=8.717 charge=0 e_lumo_ev=0.05
P 3.25815 -0.45772 -0.90083 0.4525
O 0.96985 3.12644 0.91825 -0.5175
N 0.29464 1.09463 -0.07211 -0.4128
N -0.51913 0.37276 -0.89818 -0.4302
C -2.07962 -0.16888 0.91389 -0.6417
C 0.57143 2.23105 0.28848 0.8123
C 2.35776 -1.74720 -0.30554 -0.7879
C -1.88373 0.56649 -0.47867 -0.2098
H 1.28484 -1.56960 -0.41023 0.1724
H -0.16489 -0.56155 -0.96643 0.3657
H -1.81874 0.44667 1.81287 0.2186
H -1.95756 1.58027 -0.35398 0.1974
H -3.20247 -0.16643 1.06483 0.2076
H -2.68405 0.06067 -1.16472 0.2034
H 2.53770 -2.62933 0.24367 0.2155
H 4.66829 -1.02483 -0.60364 -0.0529
H -1.63246 -1.15345 0.91234 0.2073

Q: Which of them is the least stable? A: version one.

Version one
10
Properties=species:S:1:pos:R:3:nbo_charge:R:1 method="wB97M-V/def2-TZVPD" homo_lumo_gap_ev=8.111 charge=0 e_lumo_ev=-1.28
Br 0.49182 -2.08233 -0.05930 -0.2670
Br 2.21642 1.56912 -1.02115 0.1724
Br 3.78232 0.32299 1.16350 0.1745
O -2.37463 -1.91008 -0.22450 -0.4593
C -1.45596 -1.18616 -0.16037 0.6758
C 2.16930 1.00731 0.67893 -0.3492
C -1.17716 0.30571 -0.05961 -0.7519
H -2.13856 0.57306 0.46179 0.2501
H -1.28541 0.68572 -1.12327 0.2633
H -0.22813 0.71465 0.34397 0.2913

Version two
10
Properties=species:S:1:pos:R:3:nbo_charge:R:1 method="wB97M-V/def2-TZVPD" homo_lumo_gap_ev="7.322 / 8.012" charge=0 e_lumo_ev="-1.60 / -1.18"
Br 2.85482 -0.29392 0.06014 0.1796
Br 1.75367 1.50667 -2.48334 0.1145
Br -1.63850 0.01551 -2.07126 0.0726
O 0.58064 -1.52227 0.89915 -0.5300
C 1.50776 0.76406 -0.73585 -0.4094
C -0.56517 -1.14590 -1.01367 -0.2019
C -0.21771 -0.82858 0.32391 0.2418
H -0.36313 -2.00592 -1.63222 0.2247
H -0.67285 0.09476 0.65867 0.1320
H 1.07113 1.46788 -0.08324 0.1761

Q: Which of them is the least stable? A: version two.

Version one
8
Properties=species:S:1:pos:R:3:nbo_charge:R:1 method="wB97M-V/def2-TZVPD" smiles=C#P.C homo_lumo_gap_ev=10.730 charge=0 e_lumo_ev=0.50
P 0.19288 1.42914 2.77763 0.5399
C 1.65506 0.93234 2.80658 -0.7749
C -0.73302 -0.72289 -0.50657 -0.8831
H -0.49133 0.30478 -0.93787 0.2119
H 0.12898 -0.93472 0.23748 0.2272
H 2.69292 0.57616 2.61859 0.2364
H -1.75195 -0.51496 -0.05032 0.2203
H -0.77372 -1.41439 -1.42167 0.2223

Version two
8
Properties=species:S:1:pos:R:3:nbo_charge:R:1 method="wB97M-V/def2-TZVPD" smiles=C1CP1 homo_lumo_gap_ev=10.627 charge=0 e_lumo_ev=1.08
P -1.33168 0.53831 0.64610 0.4431
C 0.03569 0.56559 -0.56162 -0.6684
C 0.41083 -0.18198 0.69983 -0.6381
H 1.10969 0.55745 1.13451 0.2211
H -1.90258 -0.88148 0.06087 -0.0495
H 0.55623 -1.26218 0.79772 0.2399
H -0.08645 0.20792 -1.52836 0.2321
H 0.65764 1.48626 -0.38499 0.2199

Q: Which of them is the least stable? A: version one.

Version one
37
Properties=species:S:1:pos:R:3:nbo_charge:R:1 method="wB97M-V/def2-TZVPD" smiles="O=C(O)[C@H](Cc1ccccc1)NC(=O)[C@@H]1CCCN1" homo_lumo_gap_ev=9.438 charge=0 e_lumo_ev=0.59
O 1.02876 -0.71735 2.15072 -0.6738
O -1.52407 -2.37902 -1.74750 -0.5455
O -3.19223 -2.50423 -0.35414 -0.7204
N 0.19110 -1.53263 0.05572 -0.6405
N 2.44342 -1.11508 -1.37118 -0.6401
C -2.23640 2.89049 -0.73683 -0.2179
C 2.82211 0.44827 -1.68633 -0.2300
C -1.26546 2.77532 0.33596 -0.2364
C -1.91113 0.39206 0.81897 -0.0412
C -1.68593 -0.87505 1.49105 -0.4597
C 1.20341 -1.07403 0.90734 0.6939
C 2.49808 1.27984 -0.38719 -0.4351
C -2.93767 0.56850 -0.06581 -0.2077
C -1.09651 1.63986 0.95137 -0.2228
C -1.84693 -2.25407 -0.58968 0.8008
C 2.55424 -0.98209 0.13753 -0.1656
C 3.25433 0.33437 0.70813 -0.4195
C -2.99136 1.68393 -1.00980 -0.2043
C -0.95356 -2.02423 0.59707 -0.1387
H -2.42429 3.75514 -1.42025 0.2286
H -2.68545 -1.20206 1.87032 0.2030
H 2.98347 -1.71649 -1.83049 0.3645
H -3.68823 -0.14349 -0.25394 0.2019
H 2.34459 0.65359 -2.59777 0.2015
H -0.29185 1.27454 1.65324 0.2358
H 3.82011 0.54967 -2.08668 0.1839
H 3.06806 -1.91370 0.52941 0.2296
H -0.52793 3.67588 0.78335 0.2263
H -0.71974 -2.92646 1.26805 0.2357
H 0.39603 -1.46361 -0.87817 0.4561
H -3.82956 1.66581 -1.75128 0.2183
H 4.36451 0.26603 0.65810 0.2142
H 2.97392 0.59061 1.83990 0.2611
H 3.04466 2.17467 -0.59910 0.2261
H -0.94238 -0.78095 2.31459 0.2857
H 1.42218 1.32698 -0.20223 0.2333
H -3.66233 -2.34101 0.49752 0.4990

Version two
37
Properties=species:S:1:pos:R:3:nbo_charge:R:1 method="wB97M-V/def2-TZVPD" smiles="O=C(O)[C@H](Cc1ccccc1)NC(=O)[C@@H]1CCCN1" homo_lumo_gap_ev=9.661 charge=0 e_lumo_ev=0.50
O 3.85454 -0.78424 1.07858 -0.5821
O -0.22607 -1.17274 2.60948 -0.6287
O 4.09875 -0.52106 -1.14778 -0.6652
N -0.23491 -1.53350 -0.93596 -0.6222
N 1.31666 -0.24869 1.22502 -0.6258
C 2.12830 1.78707 -0.04185 -0.4192
C -1.17832 -2.65913 -1.30128 -0.2189
C 2.03698 0.20001 0.01829 -0.1504
C -2.02396 -2.97375 -0.11583 -0.4305
C 0.64915 2.21648 -0.15570 -0.0552
C -2.20649 2.38268 -0.07951 -0.1955
C -2.09361 -1.58055 0.65188 -0.4162
C -1.43976 1.88893 -1.26515 -0.2608
C -0.88773 -0.82915 0.19273 -0.1856
C -1.57432 2.83525 1.01249 -0.2273
C 3.41032 -0.46431 0.00908 0.7742
C -0.15370 2.67512 0.88462 -0.1804
C 0.08301 -0.84807 1.42846 0.6957
C -0.11096 1.88613 -1.31201 -0.1642
H 0.46739 1.98050 -2.26032 0.2148
H 2.75291 2.05923 -0.93293 0.2284
H 0.35082 2.96133 1.84055 0.2029
H -1.77302 -2.23401 -2.15692 0.1805
H 0.62131 -2.01403 -0.61071 0.3472
H -1.31360 -3.66916 0.39186 0.2020
H -2.07726 3.36412 1.79629 0.2290
H -3.29055 2.32971 -0.06583 0.2099
H 1.43354 -0.07434 -0.76546 0.2535
H -2.03689 -1.73622 1.74034 0.2664
H -0.48438 -3.44849 -1.64250 0.1975
H -2.99867 -3.38898 -0.26474 0.2239
H -2.91189 -0.91966 0.31952 0.1942
H -2.15369 1.56199 -2.03887 0.2251
H 4.79158 -1.16984 -0.90122 0.5002
H 2.76844 2.22053 0.71175 0.2336
H -1.32097 -0.01842 -0.10224 0.2241
H 1.72707 -0.06072 2.18586 0.4250

Q: Which of them is the least stable? A: version one.

Version one
17
Properties=species:S:1:pos:R:3:nbo_charge:R:1 method="wB97M-V/def2-TZVPD" homo_lumo_gap_ev=9.998 charge=+1 e_lumo_ev=-3.71
S -0.76246 2.18430 0.03747 0.4703
N -0.24572 -0.35058 -0.18183 -0.4169
N 1.16275 0.65376 1.37288 -0.5223
C 0.84916 -1.29335 -0.03702 -0.2481
C 0.24979 0.94246 0.50404 0.3006
C -1.08855 -0.05230 -1.37245 -0.2213
C 1.53432 -0.80862 1.29971 -0.2325
C -1.94896 1.16194 -0.80009 -0.5270
H 2.75906 -0.78577 1.32965 0.2466
H -0.57619 0.35712 -2.31371 0.2092
H -2.65618 0.77826 -0.13592 0.2391
H 1.20829 -1.36198 2.24382 0.2452
H -1.64751 -0.90728 -1.74940 0.2526
H -2.48815 1.89200 -1.42466 0.2681
H 1.67827 -1.28349 -0.84298 0.2192
H 0.33498 -2.42048 0.03047 0.2549
H 1.63710 1.29401 2.04002 0.4621

Version two
17
Properties=species:S:1:pos:R:3:nbo_charge:R:1 method="wB97M-V/def2-TZVPD" homo_lumo_gap_ev=8.058 charge=+1 e_lumo_ev=-4.96
S 3.54697 0.03336 0.02600 0.4217
N -0.55994 -1.04614 0.16986 -0.5877
N 1.19254 -2.54891 -0.12475 -0.7871
C 0.69219 -1.33594 -0.12884 0.3789
C 2.07812 0.54556 0.21278 0.0323
C -0.23521 1.26131 -0.63270 -0.3794
C 1.01611 1.52634 0.19753 -0.5847
C -1.11908 0.25691 0.19757 -0.2045
H -0.98032 0.66162 1.26494 0.1858
H -2.14387 0.35088 0.02593 0.2355
H 0.73394 1.97703 1.12133 0.2867
H 0.15681 0.90930 -1.58665 0.2280
H 0.58160 -3.41366 -0.13853 0.4119
H 1.53857 2.34823 -0.38353 0.2909
H -0.81266 2.11384 -0.84330 0.2481
H 2.12225 -2.59248 -0.64909 0.4261
H -1.32210 -1.80075 0.41445 0.3975

Version three
17
Properties=species:S:1:pos:R:3:nbo_charge:R:1 method="wB97M-V/def2-TZVPD" homo_lumo_gap_ev=7.602 charge=+1 e_lumo_ev=-5.04
S 1.10552 0.69511 -1.52896 0.0774
N 0.03815 -1.34751 0.14785 -0.5132
N 1.43544 0.32664 1.14344 -0.5291
C 1.02171 -0.99002 1.06028 0.3170
C -1.29858 0.71756 0.30503 -0.6757
C -1.08892 -0.66593 -1.78281 -0.2611
C -0.89094 -0.50133 -0.47165 0.1605
C 1.10632 1.23578 0.12721 -0.2262
H -1.57829 0.03651 -2.46705 0.2657
H -0.72377 1.59812 0.32285 0.2594
H 0.26563 -2.29544 -0.12943 0.4437
H -0.69315 -1.58982 -2.11335 0.2178
H 2.04553 0.72361 1.84182 0.4511
H 1.53824 -1.68248 1.72248 0.2499
H -1.46089 0.42305 1.39751 0.2407
H 1.43253 2.23793 0.36188 0.2490
H -2.25454 1.07822 0.06290 0.2732

Q: Which of them is the least stable? A: version three.

Version one
16
Properties=species:S:1:pos:R:3:nbo_charge:R:1 method="wB97M-V/def2-TZVPD" smiles=CSC.CSS homo_lumo_gap_ev=8.766 charge=0 e_lumo_ev=0.43
S 1.14114 1.13897 0.63096 0.0845
S -2.67594 -0.36858 -0.54430 0.1786
S 2.35839 -0.51026 1.08928 -0.1370
C 1.59568 1.51094 -1.08962 -0.7390
C -1.98270 -1.15264 0.91003 -0.7431
C -1.37294 -0.80749 -1.71980 -0.7468
H -0.79283 0.05496 -2.05152 0.2094
H 0.69449 2.05122 -1.38576 0.2301
H -0.93094 -0.90466 1.03070 0.2220
H -2.59766 -0.96064 1.77205 0.2305
H -2.00152 -2.21879 0.71923 0.2042
H -1.84557 -1.24956 -2.59505 0.2232
H 2.11424 -1.12607 -0.07615 0.1178
H -0.69272 -1.52722 -1.28034 0.2160
H 2.38464 2.25899 -1.12239 0.2264
H 1.75498 0.62506 -1.68159 0.2232

Version two
16
Properties=species:S:1:pos:R:3:nbo_charge:R:1 method="wB97M-V/def2-TZVPD" smiles=CCS.CSS homo_lumo_gap_ev=8.732 charge=0 e_lumo_ev=0.30
S -1.76414 1.84554 2.00882 -0.0794
S 1.13085 -2.26000 -0.84443 0.0781
S -0.75104 -1.41931 -1.27547 -0.1625
C 1.99580 -1.31008 -2.13899 -0.7410
C 0.89856 2.58412 1.56569 -0.6369
C -0.37866 2.24690 0.81951 -0.4997
H 2.25611 -0.36776 -1.68109 0.2266
H 1.39028 -1.26785 -3.04233 0.2277
H -1.99089 0.60888 1.52825 0.1218
H 0.93374 2.27798 2.60451 0.2267
H -0.17090 1.40853 0.15601 0.2266
H 1.81062 2.17520 1.11774 0.2107
H -0.78925 3.02588 0.18460 0.2146
H 2.81725 -1.92990 -2.49029 0.2352
H -1.28440 -1.68249 -0.06150 0.1408
H 1.08954 3.65527 1.43600 0.2106

Q: Which of them is the least stable? A: version two.